# 1
Computed, not measured: a single C5H8O molecule, with wB97M-V/def2-TZVPD.

Properties
Calculated total energy ... -270.45581 Eh
HOMO level ... -0.3273 Eh
SMILES ... C[C@H]1CCC1=O
Net charge ... 0

```
14
Properties=species:S:1:pos:R:3:forces:R:3:lowdin_charge:R:1
C 1.85829 -0.51001 0.05865 -0.2 0.2 0.7 -0.08
C 0.57392 0.34748 0.01741 -0.6 0.1 1.0 -0.25
C -0.56616 -0.29313 -0.72001 0.0 0.2 -0.3 -0.31
C -1.78829 0.40369 -0.15688 0.8 0.1 0.9 -0.06
C -0.66661 0.62444 1.34199 0.0 -1.7 -1.0 -0.12
O -0.74678 0.49533 2.52735 0.2 0.6 -2.7 0.08
H 2.40599 -0.21736 0.94843 0.4 -0.1 0.1 0.07
H 1.61884 -1.57989 0.13827 0.0 0.3 0.1 0.07
H 2.56096 -0.41173 -0.79690 -0.7 0.3 0.3 0.08
H 0.78219 1.33635 -0.43722 -0.2 -0.3 0.6 0.12
H -0.28481 -0.10003 -1.74697 -0.7 -0.3 -0.7 0.11
H -0.64395 -1.37400 -0.52849 0.2 0.3 -0.1 0.12
H -1.97480 1.40901 -0.56184 0.2 -0.3 0.2 0.08
H -2.71747 -0.21430 -0.27373 0.7 0.7 0.9 0.09
```
Forces are in eV/Å.

# 2
Computed, not measured: a single C5H8O molecule, with wB97M-V/def2-TZVPD.

Properties
Calculated total energy ... -270.45239 Eh
HOMO level ... -0.3511 Eh
SMILES ... CC(=O)C1CC1
Net charge ... 0

```
14
Properties=species:S:1:pos:R:3:forces:R:3:lowdin_charge:R:1
C 0.93846 -0.56219 -1.59362 -1.0 0.0 -0.5 -0.02
C -0.55005 -0.18311 -0.88802 1.0 -0.8 -0.4 -0.41
O -1.56832 -0.73826 -1.23826 1.2 0.5 0.1 0.07
C -0.32516 0.73744 0.22489 0.3 -0.1 -0.7 -0.26
C -0.90408 0.86338 1.57532 -0.1 0.0 -0.1 -0.08
C 0.03988 -0.28193 1.32200 0.1 -0.1 -0.3 -0.09
H 0.95153 0.20112 -2.36483 0.0 -0.1 -0.6 0.05
H 2.04766 -0.61808 -1.29818 -1.9 0.4 1.0 0.09
H 0.72900 -1.53060 -2.03454 0.0 0.0 -0.4 0.05
H 0.52369 1.39490 0.04453 -0.1 -0.1 0.0 0.14
H -1.92659 0.52254 1.70845 0.2 0.2 0.2 0.11
H -0.58392 1.76746 2.08235 -0.2 -0.2 0.2 0.11
H 1.10573 -0.33076 1.18576 0.4 0.0 1.7 0.10
H -0.47782 -1.24191 1.27414 0.3 0.3 -0.2 0.12
```
Forces are in eV/Å.

# 3
Computed, not measured: 2 unconnected molecules or ions with the total composition C5H8O, with wB97M-V/def2-TZVPD.

Properties
Calculated total energy ... -270.46936 Eh
HOMO level ... -0.3622 Eh
SMILES ... C=C=C.CC=O
Net charge ... 0

```
14
Properties=species:S:1:pos:R:3:forces:R:3:lowdin_charge:R:1
C -1.69357 -0.45087 -0.65539 0.0 0.0 -0.1 -0.06
C -1.05963 -0.98596 0.59982 0.1 -0.3 0.0 -0.34
O -0.27951 -1.90991 0.62109 -0.4 0.3 0.0 0.01
C 0.69850 1.70571 0.47570 0.1 -0.1 0.0 -0.02
C 1.47025 0.72173 0.09724 0.0 0.0 0.0 -0.20
C 2.18096 -0.30907 -0.26179 -0.1 0.1 0.1 0.01
H -1.02329 -0.57854 -1.50814 -0.1 0.0 0.1 0.08
H -2.60358 -1.03318 -0.84184 0.1 0.1 0.0 0.08
H -1.97774 0.59895 -0.54404 0.0 -0.2 0.0 0.07
H -1.39284 -0.51205 1.54613 0.1 -0.1 -0.1 0.12
H 1.72603 -1.29612 -0.21072 0.1 0.1 0.0 0.05
H 0.07592 2.23835 -0.23768 0.1 0.0 0.1 0.06
H 0.66888 2.02304 1.51362 0.0 0.0 -0.1 0.06
H 3.20963 -0.21210 -0.59402 -0.1 0.0 0.0 0.06
```
Forces are in eV/Å.

# 4
Computed, not measured: 2 unconnected molecules or ions with the total composition C5H8O, with wB97M-V/def2-TZVPD.

Properties
Calculated total energy ... -270.30393 Eh
HOMO level ... -0.2407 Eh
Net charge ... 0

```
14
Properties=species:S:1:pos:R:3:forces:R:3:lowdin_charge:R:1
C -0.18667 -0.56507 0.17707 1.5 -0.2 0.6 -0.13
C 0.21576 0.72658 0.22000 1.2 -1.6 -0.7 -0.08
C 1.21698 -0.34653 0.15415 -0.4 2.6 -2.4 -0.30
C -1.21617 -1.65832 0.17404 1.7 2.0 -2.8 0.00
C 0.15246 2.16839 -0.21763 0.6 -1.3 3.4 -0.02
O 2.44251 -0.69727 0.53914 -1.3 -1.1 0.9 0.04
H 1.81458 0.02476 -1.91177 -0.5 -0.3 1.3 -0.04
H -2.07824 -1.06151 0.01271 -1.6 -0.5 0.4 0.07
H -1.03402 -2.14607 1.06892 -0.6 -1.2 1.8 0.06
H -1.03117 -2.31802 -0.70638 -0.1 0.4 0.7 0.11
H 1.13118 2.44574 -0.44025 2.1 0.4 0.1 0.04
H -0.19697 2.85823 0.54629 -0.6 0.0 -0.3 0.09
H -0.23516 2.22169 -1.15222 -2.3 0.2 -2.6 0.05
H 2.99592 0.06707 0.68762 0.2 0.6 -0.3 0.11
```
Forces are in eV/Å.

# 5
Computed, not measured: a molecular structure, C5H8O, with wB97M-V/def2-TZVPD.

Properties
Calculated total energy ... -270.39752 Eh
HOMO level ... -0.3020 Eh
Net charge ... 0

```
14
Properties=species:S:1:pos:R:3:forces:R:3:lowdin_charge:R:1
C 1.38117 0.15792 -0.42531 0.1 0.0 0.0 -0.18
C 0.73421 0.85481 0.72258 -0.1 0.1 -0.2 -0.02
C -0.75867 0.97015 0.46360 0.0 0.0 0.1 -0.21
C -1.29380 -0.16242 -0.43152 -0.1 0.2 -0.2 -0.20
O -0.55086 -1.34394 -0.15880 -0.1 -0.2 0.0 -0.11
C 0.73012 -1.02679 0.28818 0.2 -0.2 0.0 -0.26
H 0.99518 0.28305 -1.43971 0.0 0.0 0.1 0.12
H 2.47154 0.14963 -0.40951 -0.2 0.0 0.0 0.10
H 0.67614 -0.63475 1.37685 0.0 -0.1 0.1 0.13
H -0.88351 1.94025 -0.03704 0.0 -0.1 0.0 0.13
H -1.30611 1.03377 1.40882 0.1 0.0 -0.1 0.10
H -1.19243 0.09460 -1.49278 0.0 0.0 0.1 0.11
H -2.34476 -0.39357 -0.24208 0.1 0.0 0.0 0.12
H 1.34178 -1.92272 0.37673 0.0 0.1 0.0 0.15
```
Forces are in eV/Å.

# 6
Computed, not measured: a molecular structure, C5H8O, with wB97M-V/def2-TZVPD.

Properties
Calculated total energy ... -270.46869 Eh
HOMO level ... -0.3394 Eh
Net charge ... 0

```
14
Properties=species:S:1:pos:R:3:forces:R:3:lowdin_charge:R:1
C -1.00566 1.00217 -0.92764 0.1 0.1 0.0 -0.05
C -0.45123 -0.38819 -0.70757 0.0 0.0 -0.1 -0.24
C 0.88068 -0.76215 -0.08215 0.3 -0.1 -0.1 -0.14
C 1.23178 0.22490 1.00074 0.3 0.2 0.0 -0.14
O -0.07036 0.06488 1.61106 -0.1 0.0 0.1 -0.08
C -0.39879 -0.96728 0.66873 -0.2 -0.3 0.0 -0.22
H -0.74950 1.66102 -0.09418 0.0 -0.1 -0.1 0.07
H -2.10232 0.97180 -0.97354 0.2 -0.1 0.0 0.08
H -0.64546 1.44557 -1.85971 0.0 0.0 0.1 0.08
H -0.60885 -1.08692 -1.52600 -0.5 -0.1 0.3 0.14
H 1.51588 -1.52166 -0.52208 0.0 0.2 0.0 0.13
H 1.42334 1.25113 0.66377 0.0 -0.1 0.2 0.12
H 2.02810 -0.10670 1.67559 -0.2 0.0 0.0 0.12
H -0.90293 -1.84705 1.06009 0.1 0.1 -0.2 0.15
```
Forces are in eV/Å.

# 7
Computed, not measured: a single C5H8O molecule, with wB97M-V/def2-TZVPD.

Properties
Calculated total energy ... -270.49513 Eh
HOMO level ... -0.3286 Eh
SMILES ... C=C/C=C\CO
Net charge ... 0

```
14
Properties=species:S:1:pos:R:3:forces:R:3:lowdin_charge:R:1
O -2.10438 1.72959 -0.44888 -0.1 0.3 0.1 -0.07
C -1.19955 0.67958 -0.18112 0.2 -0.2 0.0 -0.29
C 0.23756 1.11429 -0.25288 0.0 -0.1 0.0 -0.08
C 1.30733 0.33781 -0.05455 0.0 0.0 0.0 -0.13
C 1.33684 -1.09760 0.26163 -0.1 -0.2 0.1 -0.17
C 0.35211 -2.00181 0.20166 0.0 0.1 0.0 0.01
H -1.99735 2.40945 0.22669 0.0 -0.1 -0.1 0.09
H -1.41151 -0.09146 -0.93296 0.0 0.2 0.1 0.12
H -1.38951 0.22548 0.80548 0.0 0.0 -0.1 0.13
H 0.38680 2.17217 -0.46246 0.0 -0.1 0.0 0.11
H 2.28634 0.80881 -0.10582 -0.1 0.0 0.0 0.10
H 2.30799 -1.46515 0.59339 -0.1 0.1 -0.1 0.09
H -0.65956 -1.78796 -0.12918 0.2 0.0 0.1 0.04
H 0.54689 -3.03320 0.47900 0.0 0.1 0.0 0.05
```
Forces are in eV/Å.

# 8
Computed, not measured: a single C5H8O molecule, with wB97M-V/def2-TZVPD.

Properties
Calculated total energy ... -270.47264 Eh
HOMO level ... -0.3629 Eh
SMILES ... C1CC2(C1)CO2
Net charge ... 0

```
14
Properties=species:S:1:pos:R:3:forces:R:3:lowdin_charge:R:1
C 1.81523 -0.38418 0.32989 0.1 -0.3 -0.1 -0.07
O 1.59548 0.91843 0.88079 0.1 0.3 -0.2 0.00
C 0.49471 0.22034 0.35680 -0.1 0.0 -0.3 -0.48
C -0.86323 -0.02958 0.98943 0.0 0.0 0.1 -0.08
C -1.35766 -0.29105 -0.45220 -0.3 -0.1 -0.1 -0.16
C -0.16645 0.51464 -1.00004 0.0 0.2 -0.1 -0.10
H 2.26516 -1.12382 0.98960 -0.4 0.1 0.0 0.12
H 2.13127 -0.35694 -0.71034 0.9 -0.2 0.3 0.11
H -1.24704 0.93003 1.35665 0.0 -0.2 0.0 0.12
H -1.01246 -0.79920 1.75115 0.2 0.1 -0.1 0.11
H -2.35572 0.03578 -0.73680 0.0 -0.1 0.1 0.10
H -1.22609 -1.34981 -0.69904 -0.1 0.2 0.0 0.11
H -0.35174 1.58399 -1.12595 -0.2 -0.1 0.1 0.12
H 0.27853 0.13136 -1.92994 0.1 0.1 0.4 0.11
```
Forces are in eV/Å.

# 9
Computed, not measured: a single C5H8O molecule, with wB97M-V/def2-TZVPD.

Properties
Calculated total energy ... -270.42344 Eh
HOMO level ... -0.3148 Eh
Net charge ... 0

```
14
Properties=species:S:1:pos:R:3:forces:R:3:lowdin_charge:R:1
O 1.62294 0.39048 1.40052 0.2 0.1 -0.1 -0.03
C 0.37758 0.42063 0.73338 -0.4 0.0 -0.1 -0.41
C 0.37609 0.99653 -0.69156 -0.1 0.1 0.0 -0.21
C -0.79246 0.48597 -1.45861 0.2 -0.2 0.4 0.07
C -1.24211 -0.68107 -0.63025 0.0 0.0 -0.1 -0.25
C -0.23856 -0.96083 0.50044 0.1 0.0 0.0 -0.15
H 2.31429 0.66827 0.79079 0.0 -0.1 0.1 0.09
H 0.59932 2.06279 -0.80093 -0.1 -0.2 0.0 0.11
H 1.14829 0.45571 -1.28781 0.0 0.0 0.0 0.15
H -0.30295 1.02526 1.34981 0.1 -0.1 0.0 0.15
H -2.19628 -0.29435 -0.22157 0.1 0.0 -0.1 0.13
H -1.53814 -1.53915 -1.24365 0.0 0.1 0.1 0.11
H -0.68171 -1.39195 1.40254 0.0 0.1 -0.1 0.11
H 0.55370 -1.63829 0.15693 -0.1 0.1 0.0 0.12
```
Forces are in eV/Å.

# 10
Computed, not measured: a single C5H8O molecule, with wB97M-V/def2-TZVPD.

Properties
Calculated total energy ... -270.47598 Eh
HOMO level ... -0.3672 Eh
SMILES ... C1CC1[C@H]1CO1
Net charge ... 0

```
14
Properties=species:S:1:pos:R:3:forces:R:3:lowdin_charge:R:1
C 1.51402 0.06091 -0.97324 0.0 0.1 -0.1 -0.11
C 0.88567 -1.26695 -0.66883 0.0 -0.2 0.0 -0.12
C 0.49295 -0.05803 0.13044 -0.1 0.0 0.2 -0.25
C -0.89731 0.48286 0.05234 0.0 -0.3 -0.1 -0.28
C -1.69886 0.65397 1.26433 -0.2 -0.2 0.1 -0.12
O -1.07863 1.76684 0.63564 0.0 0.2 0.0 -0.03
H 1.25279 0.55868 -1.90331 -0.1 -0.1 0.2 0.10
H 2.54694 0.21070 -0.66788 -0.2 0.0 0.0 0.10
H 1.47500 -2.03696 -0.18048 -0.1 0.1 -0.1 0.10
H 0.15996 -1.64234 -1.38538 0.1 0.0 0.1 0.10
H 0.90497 0.02332 1.13437 -0.1 -0.1 -0.1 0.14
H -1.48585 0.27580 -0.84225 0.3 0.3 -0.2 0.15
H -2.78648 0.66248 1.19431 0.2 -0.1 0.0 0.11
H -1.28516 0.30872 2.20993 0.0 0.3 0.0 0.11
```
Forces are in eV/Å.

# 11
Computed, not measured: a molecular structure, C5H8O, with wB97M-V/def2-TZVPD.

Properties
Calculated total energy ... -270.31497 Eh
HOMO level ... -0.3245 Eh
Net charge ... 0

```
14
Properties=species:S:1:pos:R:3:forces:R:3:lowdin_charge:R:1
C 2.07273 -0.17474 0.47666 0.7 0.1 0.2 -0.27
O 1.89936 1.00281 0.78374 0.0 -0.4 -0.1 -0.06
C 0.12981 -0.43125 -0.10097 -0.7 -0.8 -0.4 -0.14
C -0.90813 -0.05996 0.95442 0.2 0.0 0.2 -0.16
C -1.54366 -0.05314 -0.40939 0.0 -0.3 -0.1 -0.19
C -0.38078 0.58096 -1.12338 0.2 0.1 0.0 -0.16
H 2.06294 -0.97678 1.23587 0.0 0.1 -0.1 0.09
H 2.50422 -0.46045 -0.49854 0.0 0.0 0.1 0.09
H -0.76856 0.86868 1.50197 0.1 0.2 -0.5 0.11
H -1.16591 -0.88099 1.63262 -0.1 0.3 -0.2 0.11
H -2.60684 0.01787 -0.65677 0.4 -1.0 -0.2 0.13
H -0.95135 -1.35034 -0.66206 -0.3 1.7 0.5 0.23
H -0.13986 1.62995 -0.97033 -0.2 -0.1 0.5 0.11
H -0.20398 0.28738 -2.16385 -0.2 0.1 0.2 0.11
```
Forces are in eV/Å.

# 12
Computed, not measured: a single C5H8O molecule, with wB97M-V/def2-TZVPD.

Properties
Calculated total energy ... -270.52730 Eh
HOMO level ... -0.3469 Eh
SMILES ... C[C@H]1CCC1=O
Net charge ... 0

```
14
Properties=species:S:1:pos:R:3:forces:R:3:lowdin_charge:R:1
C -0.30789 -0.39235 1.81559 0.0 0.0 0.0 -0.06
C -0.27771 -0.44182 0.30012 0.0 -0.1 0.1 -0.29
C -0.56703 0.82811 -0.53379 -0.2 0.2 0.0 -0.15
C 0.41812 0.34756 -1.62018 0.2 0.0 -0.1 -0.08
C 1.02018 -0.53771 -0.51796 0.3 -0.2 0.0 -0.37
O 2.11469 -0.98254 -0.30395 -0.5 0.2 -0.1 0.11
H 0.23423 -1.23171 2.26104 0.0 0.1 -0.1 0.08
H 0.13093 0.53856 2.18767 0.0 -0.1 -0.1 0.08
H -1.34357 -0.43514 2.16841 0.1 0.0 0.0 0.08
H -0.92150 -1.25327 -0.06862 0.1 0.1 0.0 0.15
H -1.60324 1.01216 -0.81786 0.1 0.0 0.0 0.11
H -0.16233 1.70670 -0.02074 -0.1 -0.1 -0.1 0.12
H -0.07835 -0.27105 -2.37683 0.1 0.1 0.1 0.12
H 1.06123 1.07582 -2.11910 0.0 -0.1 0.1 0.11
```
Forces are in eV/Å.

One value per record, in order, for relative energy (zero: lowest compared OMol25 entry of this formula, charge and spin): 64.06; 66.21; 55.55; 159.36; 100.64; 55.98; 39.38; 53.50; 84.37; 51.40; 152.44; 19.20 kcal per mole.
One value per record, in order, for Kohn-Sham gap: 9.926; 10.549; 10.877; 7.125; 9.199; 10.353; 9.817; 10.958; 8.829; 11.200; 9.082; 10.349 eV.